(1)
{
  "formula": "C2H2F2S2",
  "method": "ωB97M-V/def2-TZVPD",
  "symbols": ["C", "C", "F", "F", "S", "S", "H", "H"],
  "xyz": [[-0.67674, 0.75768, 0.69477], [0.73632, -0.73973, -0.80964], [-1.90192, 0.69072, 1.24811], [0.62767, -1.97162, -1.26235], [-0.68132, 0.35075, -1.09149], [0.46534, -0.53936, 1.34745], [-0.28463, 1.76544, 0.87495], [1.71528, -0.31388, -1.00180]],
  "lowdin_charge": [-0.95, -0.69, -0.08, -0.02, 0.87, 0.74, 0.07, 0.07],
  "smiles": "F[C@H]1S[C@@H](F)S1",
  "e_tot_ev": -29210.24251,
  "relative_energy_kj_mol": 97.2,
  "homo_ev": -9.5524,
  "homo_lumo_gap_ev": 8.998
}



(2)
{
  "formula": "C37H53N15",
  "method": "ωB97M-V/def2-TZVPD",
  "symbols": ["C", "C", "C", "C", "N", "C", "C", "N", "C", "C", "C", "C", "C", "H", "H", "H", "H", "H", "H", "H", "H", "H", "H", "H", "H", "H", "H", "C", "C", "N", "H", "H", "H", "C", "C", "N", "H", "H", "H", "C", "C", "N", "H", "H", "H", "C", "C", "N", "H", "H", "H", "C", "C", "N", "H", "H", "H", "C", "C", "N", "H", "H", "H", "C", "C", "N", "H", "H", "H", "C", "C", "N", "H", "H", "H", "C", "C", "N", "H", "H", "H", "C", "C", "N", "H", "H", "H", "C", "C", "N", "H", "H", "H", "C", "C", "N", "H", "H", "H", "C", "C", "N", "H", "H", "H"],
  "xyz": [[2.34895, -1.00776, 5.14252], [1.14339, -0.55996, 4.52983], [-0.03148, 0.12624, 3.55069], [-0.48665, 1.48001, 4.42273], [-0.82758, 2.62536, 4.96424], [-1.38654, -0.84839, 3.56723], [-1.15904, -2.23842, 4.44417], [-1.05645, -3.43319, 4.95100], [0.54503, 0.44617, 2.06370], [-0.15597, 1.66236, 1.23894], [0.55544, -0.84300, 1.02116], [1.32768, -2.17113, 1.56987], [0.94872, -3.39177, 0.48927], [3.47393, -1.09674, 5.52960], [-2.26902, -0.25992, 4.10740], [-1.78745, -1.10344, 2.49571], [1.69576, 0.74112, 2.19474], [-0.83675, 2.39019, 1.83874], [-0.84750, 1.16264, 0.40365], [0.68906, 2.25744, 0.66139], [1.14139, -0.48317, 0.05051], [-0.54035, -1.09530, 0.64180], [2.50589, -2.10192, 1.57285], [0.92326, -2.57466, 2.61698], [1.50781, -3.25865, -0.53237], [1.25183, -4.45866, 0.93096], [-0.21297, -3.36122, 0.24992], [-4.16268, 0.75071, -1.11918], [-2.81894, 0.08419, -1.36477], [-1.70405, -0.46869, -1.56856], [-4.01633, 1.80728, -0.87842], [-4.78671, 0.67247, -2.01369], [-4.67379, 0.26282, -0.28459], [-2.66254, -4.13330, -3.26723], [-3.37034, -3.39775, -2.14110], [-3.95764, -2.78759, -1.20678], [-2.59391, -5.19884, -3.03134], [-3.21892, -4.01033, -4.20050], [-1.65380, -3.73199, -3.39847], [3.76095, -2.09480, -3.35497], [2.39957, -2.70052, -3.65486], [1.27007, -3.20308, -3.90355], [3.79274, -1.74303, -2.32009], [4.54304, -2.84509, -3.50019], [3.94883, -1.25044, -4.02398], [-3.17690, -5.80761, 2.87132], [-2.55158, -5.47317, 1.52696], [-2.03282, -5.19558, 0.41160], [-3.26412, -4.90179, 3.47763], [-4.17273, -6.23438, 2.72349], [-2.55388, -6.53278, 3.40217], [1.83444, 5.79967, 1.79915], [2.09010, 4.30165, 1.77151], [2.30213, 3.05879, 1.74866], [0.80549, 5.99657, 2.11256], [2.51924, 6.28188, 2.50214], [1.99040, 6.22289, 0.80297], [-0.11914, -8.44875, 0.15027], [-0.99362, -8.55716, 1.38870], [-1.71910, -8.64700, 2.41623], [0.12636, -7.40070, -0.04223], [0.80750, -9.01021, 0.29784], [-0.64789, -8.85554, -0.71620], [1.91019, 7.42941, -2.52128], [1.03570, 7.32101, -1.28284], [0.31023, 7.23116, -0.25532], [2.15568, 8.47746, -2.71378], [2.83682, 6.86795, -2.37371], [1.38144, 7.02262, -3.38775], [-3.93435, 4.62045, -2.92855], [-4.93837, 3.49842, -3.13640], [-5.77145, 2.56760, -3.30881], [-4.40561, 5.58540, -3.13472], [-3.57533, 4.61294, -1.89573], [-3.08324, 4.48865, -3.60240], [-6.31916, -0.19568, 2.67606], [-4.97542, -0.86220, 2.43048], [-3.86053, -1.41508, 2.22669], [-6.17281, 0.86089, 2.91683], [-6.94319, -0.27393, 1.78156], [-6.83027, -0.68357, 3.51065], [6.23768, -0.99845, 4.25331], [6.15276, -0.53550, 2.80809], [6.08242, -0.15135, 1.60907], [7.28484, -1.08765, 4.55533], [5.73910, -0.27656, 4.90598], [5.75158, -1.97195, 4.36207], [-6.80931, 5.08001, -0.14565], [-5.31400, 5.30899, 0.00206], [-4.07342, 5.49898, 0.12473], [-7.22842, 4.73072, 0.80201], [-7.30299, 6.01306, -0.43095], [-6.99684, 4.32765, -0.91676], [7.12137, -5.23265, -5.29681], [6.24688, -5.34106, -4.05837], [5.52141, -5.43090, -3.03085], [7.36686, -4.18461, -5.48930], [8.04800, -5.79412, -5.14924], [6.59262, -5.63945, -6.16327], [5.51026, 8.27792, -4.23948], [4.50624, 7.15590, -4.44732], [3.67316, 6.22508, -4.61973], [5.03901, 9.24288, -4.44564], [5.86928, 8.27042, -3.20665], [6.36137, 8.14612, -4.91333]],
  "lowdin_charge": [0.09, -0.05, -0.31, -0.10, 0.08, -0.13, -0.13, 0.08, -0.30, -0.11, -0.20, -0.24, -0.15, 0.05, 0.12, 0.07, 0.13, 0.08, 0.06, 0.06, 0.14, 0.09, 0.11, 0.09, 0.06, 0.08, 0.05, -0.09, -0.21, 0.11, 0.06, 0.05, 0.05, -0.08, -0.22, 0.09, 0.07, 0.07, 0.05, -0.08, -0.21, 0.09, 0.08, 0.04, 0.07, -0.09, -0.19, 0.10, 0.05, 0.07, 0.04, -0.09, -0.15, 0.10, 0.07, 0.08, 0.02, -0.08, -0.19, 0.09, 0.07, 0.07, 0.08, -0.10, -0.18, 0.10, 0.08, 0.05, 0.07, -0.08, -0.20, 0.10, 0.08, 0.02, 0.08, -0.07, -0.16, 0.13, 0.08, 0.08, 0.08, -0.09, -0.21, 0.08, 0.07, 0.06, 0.07, -0.07, -0.20, 0.10, 0.08, 0.08, 0.06, -0.08, -0.21, 0.09, 0.07, 0.08, 0.08, -0.07, -0.20, 0.11, 0.08, 0.08, 0.08],
  "e_tot_ev": -61555.23163,
  "homo_ev": -9.0586,
  "homo_lumo_gap_ev": 9.241
}